{
  "formula": "C44H71AsF27N4O6P2",
  "method": "the ωB97M-V functional and the def2-TZVPD basis",
  "e_tot_ha": -8005.21244,
  "charge": -1,
  "e_homo_ev": -6.79,
  "symbols": ["C", "C", "C", "N", "C", "C", "C", "C", "C", "C", "H", "H", "H", "H", "H", "H", "H", "H", "H", "H", "H", "H", "H", "H", "H", "H", "H", "H", "H", "H", "C", "C", "C", "N", "C", "C", "C", "C", "C", "C", "H", "H", "H", "H", "H", "H", "H", "H", "H", "H", "H", "H", "H", "H", "H", "H", "H", "H", "H", "H", "As", "F", "F", "F", "F", "F", "F", "P", "F", "F", "F", "F", "F", "F", "P", "F", "F", "F", "F", "F", "F", "N", "C", "C", "C", "C", "H", "H", "H", "H", "H", "N", "C", "C", "C", "C", "H", "H", "H", "H", "H", "C", "C", "C", "C", "C", "C", "H", "H", "H", "H", "H", "H", "C", "C", "O", "C", "O", "C", "F", "F", "F", "H", "H", "H", "H", "H", "C", "C", "O", "C", "O", "C", "F", "F", "F", "H", "H", "H", "H", "H", "C", "C", "O", "C", "O", "C", "F", "F", "F", "H", "H", "H", "H", "H"],
  "positions_angstrom": [[0.50, 6.90, -5.71], [-0.83, 6.21, -5.39], [-1.04, 5.97, -3.90], [-2.42, 5.45, -3.61], [-2.52, 4.06, -4.17], [-3.56, 3.15, -3.53], [-3.58, 3.19, -2.02], [-3.62, 4.60, -1.50], [-2.49, 5.39, -2.10], [-3.56, 6.26, -4.15], [0.39, 7.22, -6.75], [1.40, 6.29, -5.70], [0.71, 7.80, -5.13], [-0.99, 5.28, -5.94], [-1.56, 6.91, -5.82], [-0.87, 6.91, -3.37], [-0.37, 5.17, -3.60], [-1.53, 3.58, -4.06], [-2.74, 4.11, -5.24], [-3.53, 2.15, -3.96], [-4.56, 3.49, -3.89], [-2.66, 2.69, -1.69], [-4.37, 2.52, -1.70], [-3.41, 4.52, -0.43], [-4.60, 5.08, -1.62], [-1.55, 4.89, -1.85], [-2.46, 6.41, -1.71], [-4.46, 5.85, -3.71], [-3.54, 6.21, -5.23], [-3.36, 7.26, -3.78], [-1.51, -0.09, -2.86], [-0.24, -0.91, -2.77], [0.51, -0.55, -1.52], [1.76, -1.29, -1.26], [2.55, -0.46, -0.29], [1.85, -0.38, 1.05], [1.64, -1.76, 1.61], [0.92, -2.67, 0.61], [1.57, -2.66, -0.76], [2.62, -1.38, -2.48], [-1.37, 0.95, -2.53], [-2.24, -0.41, -2.12], [-1.94, -0.11, -3.86], [0.41, -0.75, -3.63], [-0.47, -1.98, -2.80], [-0.10, -0.74, -0.65], [0.76, 0.51, -1.58], [2.67, 0.52, -0.73], [3.50, -0.98, -0.15], [0.94, 0.23, 1.02], [2.47, 0.26, 1.69], [1.07, -1.75, 2.54], [2.62, -2.23, 1.79], [-0.10, -2.26, 0.49], [0.81, -3.67, 1.03], [1.12, -3.27, -1.54], [2.58, -3.07, -0.64], [3.55, -1.87, -2.21], [2.74, -0.45, -3.03], [2.05, -2.13, -3.04], [3.55, -4.38, -4.88], [2.94, -2.79, -5.18], [5.12, -3.77, -5.29], [4.21, -5.94, -4.57], [1.95, -4.93, -4.58], [3.38, -4.78, -6.55], [3.81, -4.02, -3.20], [2.74, 3.05, -4.16], [2.22, 3.55, -5.60], [4.07, 2.49, -4.81], [3.41, 4.49, -3.88], [3.20, 2.47, -2.71], [1.39, 3.68, -3.43], [1.94, 1.65, -4.36], [-2.37, 1.14, 1.36], [-3.35, 0.64, 0.19], [-2.61, 2.68, 0.86], [-3.58, 1.37, 2.39], [-1.35, 1.61, 2.53], [-2.22, -0.39, 1.79], [-1.08, 1.13, 0.36], [4.20, 4.68, 2.30], [3.92, 3.35, 2.42], [4.60, 2.89, 3.50], [5.40, 3.96, 3.98], [5.16, 5.04, 3.18], [3.85, 5.24, 1.54], [3.14, 2.94, 1.81], [4.41, 1.97, 4.02], [6.06, 4.04, 4.82], [5.60, 6.02, 3.22], [0.41, -4.57, 5.91], [1.35, -5.56, 5.81], [2.24, -5.19, 4.84], [1.80, -3.94, 4.32], [0.65, -3.59, 4.97], [-0.32, -4.53, 6.58], [1.28, -6.39, 6.48], [3.10, -5.72, 4.45], [2.29, -3.33, 3.57], [0.06, -2.70, 4.96], [5.89, 0.53, -1.19], [6.20, 1.67, -0.44], [6.41, 1.52, 0.93], [6.53, 0.28, 1.52], [6.32, -0.85, 0.74], [6.00, -0.72, -0.62], [5.74, 0.62, -2.26], [6.15, 2.64, -0.91], [6.59, 2.41, 1.52], [6.94, 0.12, 2.51], [6.45, -1.84, 1.17], [5.82, -1.63, -1.18], [0.08, 1.56, 5.21], [0.48, 0.30, 4.45], [1.89, -0.02, 4.71], [2.23, -0.52, 5.87], [1.51, -0.84, 6.74], [3.77, -0.72, 6.01], [4.46, -0.21, 4.97], [4.21, -0.19, 7.15], [4.03, -2.05, 6.06], [-0.99, 1.70, 5.02], [0.57, 2.45, 4.82], [0.20, 1.47, 6.29], [0.44, 0.51, 3.39], [-0.21, -0.49, 4.73], [-6.08, -6.26, -0.29], [-6.03, -4.77, -0.07], [-7.01, -4.15, -0.89], [-6.72, -3.09, -1.58], [-5.68, -2.54, -1.62], [-7.93, -2.62, -2.41], [-9.07, -3.17, -2.00], [-8.05, -1.31, -2.32], [-7.75, -2.94, -3.68], [-7.12, -6.59, -0.21], [-5.60, -6.72, 0.57], [-5.65, -6.60, -1.23], [-5.01, -4.47, -0.28], [-6.28, -4.52, 0.96], [-2.01, -3.50, 2.70], [-3.29, -3.36, 3.51], [-4.07, -4.57, 3.39], [-5.31, -4.61, 3.81], [-6.07, -3.71, 3.99], [-5.75, -6.08, 3.95], [-6.46, -6.54, 2.92], [-4.63, -6.85, 3.99], [-6.42, -6.30, 5.05], [-2.20, -3.34, 1.64], [-1.52, -4.45, 2.92], [-1.35, -2.69, 3.01], [-3.85, -2.45, 3.31], [-2.98, -3.22, 4.55]],
  "lowdin_charge": [-0.0784, -0.2220, -0.1302, -0.2677, -0.1024, -0.1640, -0.1978, -0.1611, -0.1099, 0.0374, 0.0746, 0.0743, 0.0769, 0.1142, 0.1015, 0.1417, 0.1163, 0.1442, 0.1297, 0.1197, 0.1174, 0.1010, 0.1275, 0.1183, 0.1185, 0.1493, 0.1390, 0.0964, 0.0991, 0.1164, -0.0822, -0.2131, -0.1481, -0.2582, -0.0994, -0.1626, -0.1805, -0.1397, -0.1003, 0.0205, 0.0653, 0.0748, 0.0761, 0.1124, 0.1245, 0.1032, 0.1449, 0.1361, 0.1123, 0.0991, 0.1210, 0.0867, 0.1173, 0.1040, 0.1212, 0.1436, 0.1461, 0.0868, 0.1152, 0.0781, 0.6433, -0.2554, -0.2639, -0.2560, -0.2567, -0.2629, -0.2668, 0.1362, -0.1635, -0.1292, -0.1672, -0.1930, -0.2217, -0.1768, 0.1518, -0.1528, -0.1807, -0.1537, -0.1639, -0.1418, -0.1696, 0.0132, -0.1442, -0.1127, -0.1156, -0.1549, 0.1440, 0.1117, 0.0771, 0.0890, 0.1040, 0.0156, -0.1355, -0.0908, -0.1052, -0.1439, 0.1404, 0.1048, 0.0909, 0.0739, 0.0900, -0.0944, -0.0706, -0.1068, -0.0985, -0.0999, -0.1183, 0.1113, 0.1048, 0.0912, 0.1008, 0.0985, 0.1033, -0.0548, -0.1708, 0.0246, -0.4403, 0.1720, -0.5017, 0.1395, 0.1696, 0.1373, 0.0791, 0.0836, 0.0756, 0.0897, 0.1129, -0.0579, -0.1996, 0.0518, -0.4231, 0.1906, -0.5851, 0.1730, 0.1814, 0.1834, 0.0863, 0.0702, 0.0838, 0.1284, 0.1205, -0.0661, -0.1730, 0.0391, -0.4306, 0.1816, -0.5528, 0.1638, 0.1322, 0.1995, 0.0783, 0.0846, 0.0528, 0.1289, 0.1280]
}